No. 1
Molecular formula: C23H43As3CsN2
Method: DFT, ωB97M-V/def2-TZVPD

```
72
Properties=species:S:1:pos:R:3:forces:R:3:mulliken_charge:R:1
Cs -0.875147 2.402597 -0.426785 -0.1 -0.1 0.1 1.349
C -4.638231 1.552540 -2.662565 0.0 0.0 0.0 -1.662
C -3.243074 1.961139 -3.051216 0.0 0.0 0.0 0.894
C -2.281305 1.008467 -3.366117 0.0 0.0 0.0 -0.403
C -1.002240 1.376819 -3.791585 0.0 0.0 0.0 0.749
C 0.016357 0.318388 -4.122672 0.0 0.0 0.0 -1.562
C -0.699614 2.729995 -3.889350 0.0 0.0 0.0 -0.518
C -1.637782 3.712207 -3.564034 0.0 0.0 -0.1 0.550
C -1.284808 5.169133 -3.701994 0.0 0.0 0.0 -1.568
C -2.901324 3.312787 -3.147479 0.0 0.0 0.1 -0.783
H -4.672777 0.511914 -2.342957 0.0 0.0 0.0 0.318
H -5.313284 1.663129 -3.512976 0.0 0.0 0.0 0.379
H -5.030079 2.175391 -1.857426 0.0 0.0 0.0 0.374
H -2.535160 -0.045143 -3.304272 0.0 0.0 0.0 0.392
H -0.399865 -0.418241 -4.810190 0.0 0.0 0.0 0.490
H 0.332431 -0.216432 -3.222758 0.0 0.0 0.0 0.093
H 0.900579 0.750308 -4.591290 0.0 0.0 0.0 0.377
H 0.282648 3.035054 -4.234899 0.0 0.0 0.0 0.426
H -1.946737 5.800209 -3.110069 0.0 0.0 0.0 0.382
H -1.374969 5.483582 -4.743339 0.0 0.0 0.0 0.325
H -0.255524 5.358345 -3.394861 0.0 0.0 0.0 0.354
H -3.646051 4.064800 -2.906744 0.0 0.0 0.0 0.389
C 1.877397 0.376326 1.764312 0.0 0.0 0.0 -0.671
As 1.338895 -0.604442 0.153900 0.0 0.0 0.0 0.447
C 3.138000 -0.773395 -0.599550 0.0 0.0 0.0 -1.185
C 1.266825 -2.479240 0.776414 0.0 0.0 0.0 -2.003
C 0.064342 -3.029424 1.563967 0.0 0.0 0.0 2.748
C 0.055336 -4.552764 1.360116 0.0 0.0 0.0 -2.280
C -1.270764 -2.502106 1.014101 0.0 0.0 0.0 -2.025
As -1.828943 -0.689473 1.562016 0.0 0.1 0.0 0.035
C -3.010800 -1.121319 3.060645 0.0 0.0 0.0 -1.257
C -3.224999 -0.520002 0.190529 0.0 0.0 0.0 -1.047
C 0.170829 -2.713908 3.064317 0.0 0.0 0.0 -1.659
As 1.619647 -3.611850 4.083639 0.0 0.0 0.0 0.269
C 2.924879 -2.148778 4.175633 0.0 0.0 0.0 -1.096
C 0.813078 -3.259497 5.833791 0.0 0.0 0.0 -1.194
H 2.711278 -0.112944 2.263299 0.0 0.0 0.0 0.210
H 1.043318 0.469867 2.458233 0.0 0.0 0.0 0.292
H 2.190281 1.372174 1.448465 0.0 0.0 0.0 0.213
H 3.812301 -1.226918 0.127361 0.0 0.0 0.0 0.413
H 3.510655 0.212409 -0.874262 0.0 0.0 0.0 0.259
H 3.111144 -1.392437 -1.496007 0.0 0.0 0.0 0.375
H 2.194170 -2.688655 1.317702 0.0 0.0 0.0 0.464
H 1.339079 -3.028645 -0.168538 0.0 0.0 0.0 0.553
H -0.183031 -4.792696 0.321455 0.0 0.0 0.0 0.525
H -0.693690 -5.028524 1.997793 0.0 0.0 0.0 0.438
H 1.022498 -4.995261 1.598845 0.0 0.0 0.0 0.532
H -2.080969 -3.171490 1.317936 0.0 0.0 0.0 0.785
H -1.251710 -2.502495 -0.080070 0.0 0.0 0.0 0.433
H -3.646062 -0.260498 3.267319 0.0 0.0 0.0 0.442
H -2.424897 -1.336311 3.951841 0.0 0.0 0.0 0.319
H -3.636943 -1.981654 2.823117 0.0 0.0 0.0 0.371
H -3.849587 -1.413492 0.168148 0.0 0.0 0.0 0.474
H -2.758469 -0.394866 -0.788868 0.0 0.0 0.0 0.016
H -3.859597 0.344491 0.390605 0.0 0.0 0.0 0.480
H -0.749796 -3.051829 3.550505 0.0 0.0 0.0 0.680
H 0.247391 -1.634578 3.238623 0.0 0.0 0.0 0.318
H 3.482404 -2.068887 3.243101 0.0 0.0 0.0 0.236
H 3.634758 -2.376713 4.970489 0.0 0.0 0.0 0.479
H 2.439279 -1.197402 4.396474 0.0 0.0 0.0 0.310
H -0.055239 -3.902313 5.972399 0.0 0.0 0.0 0.349
H 0.508431 -2.215598 5.922019 0.0 0.0 0.0 0.335
H 1.535726 -3.486954 6.616138 0.0 0.0 0.0 0.411
N 4.243618 3.449980 -1.047638 0.0 0.0 0.0 -0.002
C 3.866910 2.797053 -2.194570 0.0 0.0 0.0 -0.628
C 2.540994 2.536311 -2.038950 0.0 0.0 0.0 -0.370
N 2.098183 3.013134 -0.822760 0.1 0.0 -0.1 -0.010
C 3.151749 3.557022 -0.259613 0.0 0.0 0.0 -0.473
H 5.164045 3.795308 -0.835832 0.0 0.0 0.0 0.191
H 4.555690 2.581483 -2.991569 0.0 0.0 0.0 0.415
H 1.882518 2.018596 -2.717082 0.0 0.0 0.0 0.290
H 3.175808 4.036219 0.705638 0.0 0.0 0.0 0.446
```
Positions in Å, forces in eV/Å.

Calculated values
- charge = +1
- E_HOMO (eV) = -10.50


No. 2
Molecular formula: C23H43BrF3N6O5S
Method: DFT, ωB97M-V/def2-TZVPD

```
82
Properties=species:S:1:pos:R:3:forces:R:3:mulliken_charge:R:1
C 5.808615 -2.893321 -1.097125 -0.5 0.7 0.6 -1.132
C 4.639080 -1.940477 -1.503712 0.0 -1.0 1.0 -0.061
O 4.125775 -2.185025 -2.801813 0.2 1.1 0.3 -0.319
C 4.525304 -1.233799 -3.771249 0.1 0.1 -1.5 -0.668
C 3.348475 -0.779918 -4.668318 -0.4 -0.9 0.9 -0.225
O 2.888878 0.525889 -4.331811 0.3 0.1 -0.5 -0.340
C 1.874865 0.955684 -5.208065 -0.4 0.5 0.1 -0.639
C 0.419481 0.515098 -4.771225 1.0 -0.3 -0.9 -0.408
O 0.496878 -0.109137 -3.497389 -0.8 1.3 -0.3 -0.255
C -0.663677 0.082497 -2.720362 -0.4 -1.3 0.8 -0.891
C -0.315179 0.263452 -1.188836 0.3 1.0 -1.0 0.574
Br 1.613683 -0.310221 -1.093009 -0.3 -0.4 0.6 -0.070
C -0.207086 1.732631 -0.637655 0.4 -1.0 -1.5 -1.182
C -0.934612 2.857357 -1.363459 -0.6 0.4 0.4 -1.396
O -2.343590 2.726031 -1.301677 0.6 -0.4 -0.7 -0.332
C -3.009970 3.035162 -2.525116 -1.2 0.5 0.1 -0.798
N -0.444853 1.525607 0.837121 0.7 0.6 -0.6 0.535
C 0.721856 2.107618 1.572115 -0.4 0.7 1.2 -1.092
C 0.768863 3.655810 1.569031 1.1 1.4 1.2 0.497
N -0.556483 4.280192 1.644983 0.4 -0.7 -0.4 -0.446
N 1.529700 4.099685 2.783872 -0.3 -0.6 -0.7 -0.647
N 1.499458 4.203028 0.431940 -0.3 -0.4 -0.3 -0.605
C -0.571474 0.045860 1.189899 -1.1 0.1 1.0 -1.669
C -1.360986 -0.080851 2.536806 0.6 0.2 0.1 -0.834
C -0.560990 -0.977207 3.534420 -0.2 0.7 0.6 -0.946
C -1.424118 -1.693569 4.597611 0.3 -0.8 -0.3 -1.049
C -2.673861 -2.425920 4.042935 -0.3 -0.3 1.0 -0.247
N -2.595546 -3.888904 4.314068 0.3 0.5 -0.1 -0.369
C -3.693735 -4.588227 3.690619 -1.7 1.7 1.6 0.383
C -5.145265 -4.195220 4.059553 0.8 0.2 1.2 -0.958
O -3.517992 -5.446274 2.919367 1.0 -2.1 -1.9 -0.448
C -1.139770 -0.582377 -0.131422 2.3 0.0 -1.3 1.620
N -0.790517 -1.977449 -0.513286 -0.1 2.5 0.1 -0.632
C -0.558336 -2.720912 0.399949 -1.2 -3.0 1.1 0.411
S -0.705693 -3.907678 1.401344 0.8 0.3 0.2 -0.195
C -2.669286 -0.507050 -0.198313 -0.7 0.5 0.0 0.283
F -3.148938 -0.605304 -1.425611 0.2 0.0 -0.6 -0.291
F -3.248727 -1.471105 0.509310 0.3 -0.5 0.4 -0.215
F -3.141628 0.648165 0.304170 0.3 0.4 0.2 -0.259
H 5.429041 -3.648230 -0.392290 0.2 0.0 -0.5 0.297
H 6.286918 -3.376728 -1.954825 -0.1 0.2 0.2 0.304
H 6.518963 -2.295120 -0.502265 0.1 -0.4 -0.4 0.293
H 4.927244 -0.893470 -1.312810 -0.1 -0.2 -0.6 0.367
H 3.813894 -2.159778 -0.799753 0.2 0.2 -0.3 0.093
H 5.246656 -1.708538 -4.464978 -0.1 0.1 0.4 0.332
H 5.032078 -0.343611 -3.365114 -0.3 -0.3 0.2 0.315
H 3.634747 -0.863844 -5.730421 -0.1 0.3 0.3 0.398
H 2.512868 -1.481924 -4.469255 0.4 0.0 -0.3 0.208
H 1.878376 2.057580 -5.219969 0.2 -0.3 0.2 0.343
H 2.094637 0.641536 -6.243837 -0.2 -0.1 0.3 0.348
H -0.212281 1.419171 -4.779862 0.0 -0.4 0.2 0.352
H 0.022315 -0.194814 -5.519923 -0.1 0.2 0.4 0.267
H -1.237116 -0.860208 -2.786963 -0.1 0.5 0.1 0.450
H -1.292081 0.907887 -3.084368 0.2 -0.2 0.2 0.312
H 0.846275 1.968414 -0.807912 -0.3 0.3 0.5 0.430
H -0.536398 2.865941 -2.395314 -0.2 -0.2 0.3 0.579
H -0.678067 3.848294 -0.956607 0.3 -0.5 0.1 0.529
H -2.380539 3.549869 -3.265465 0.1 -0.3 0.3 0.370
H -3.830681 3.729887 -2.276351 0.3 -0.2 -0.1 0.283
H -3.497341 2.148002 -2.964776 0.5 0.1 0.1 0.269
H -1.325527 2.012669 1.056911 0.3 0.2 0.3 0.935
H 1.680450 1.692257 1.232531 -0.6 -0.1 -0.4 0.296
H 0.630978 1.807539 2.629377 -0.2 0.0 -0.4 0.355
H -0.509551 5.106496 1.053789 -0.4 -0.1 0.2 0.307
H -0.684230 4.590985 2.603520 -0.1 0.1 -0.2 0.246
H 1.249151 3.576462 3.610989 0.3 0.1 0.0 0.290
H 2.515066 3.953386 2.578790 -0.1 0.0 0.6 0.291
H 2.433453 3.802628 0.366952 -0.2 -0.1 -0.1 0.309
H 1.638760 5.202079 0.578794 -0.1 -0.2 0.0 0.271
H 0.445521 -0.231410 1.488731 -0.2 -0.5 -1.0 1.380
H -1.363838 0.928490 2.989313 -0.3 -0.3 -0.2 0.512
H -2.411875 -0.362090 2.425586 0.4 -0.1 -0.1 0.559
H 0.102075 -0.283802 4.088601 -0.1 -0.4 -0.2 0.237
H 0.120883 -1.676437 3.033428 -0.5 0.0 0.0 0.594
H -0.779919 -2.473136 5.043125 -0.2 0.3 -0.1 0.384
H -1.699739 -1.044766 5.442739 0.0 0.1 -0.5 0.413
H -2.818067 -2.312959 2.959972 0.1 0.1 0.3 0.219
H -3.553652 -2.047509 4.599774 0.1 0.3 -0.7 0.329
H -2.653297 -3.997252 5.327282 0.0 -0.2 -0.2 0.346
H -5.122734 -3.844970 5.108258 -0.2 0.0 -0.4 0.334
H -5.786666 -5.081193 4.036936 0.1 0.3 -0.4 0.338
H -5.525347 -3.367606 3.448000 0.1 -0.4 0.0 0.227
```
Positions in Å, forces in eV/Å.

Calculated values
- charge = +1
- structure (SMILES) = CCOCCOCCOC[C@@]1(Br)[C@@H](COC)[N@H+](CC(N)(N)N)[C@@H](CCCCNC(C)=O)[C@@]1(N=C=S)C(F)(F)F
- E_HOMO (eV) = -11.48


No. 3
Molecular formula: C23H43N2OP3SV
Method: DFT, ωB97M-V/def2-TZVPD

```
74
Properties=species:S:1:pos:R:3:forces:R:3:lowdin_spin:R:1
V 0.277432 -2.041219 -1.499358 0.3 -2.8 2.9 1.800
P 2.926687 0.176799 0.416792 0.8 0.0 0.6 0.005
P -0.946780 -0.982237 0.393341 -0.2 0.2 0.9 0.012
P -2.327988 2.906462 -3.684899 0.1 -0.2 -0.3 0.000
H 1.468710 -0.104124 -4.078915 -0.1 0.2 0.4 0.000
C 0.715100 0.182697 -3.330054 0.7 1.5 -1.6 0.002
C 1.033493 -0.408664 -1.968264 -0.5 3.0 -1.1 -0.003
H 2.066867 -0.820487 -1.977525 -0.1 0.0 0.2 -0.003
C 4.081908 -0.601206 1.615396 -0.1 0.0 0.2 0.000
C 2.419002 1.693386 1.322934 -0.2 -0.1 0.1 0.001
C 4.162587 0.951197 -0.702266 -0.2 -0.1 -0.2 0.000
C -2.558134 -1.765045 0.762830 -0.1 0.1 -0.1 -0.004
C -0.150579 -1.053468 2.046296 0.3 0.0 0.0 0.008
C -1.403412 0.776486 0.156177 0.0 0.1 -0.1 0.004
C -2.646988 3.994602 -5.068826 0.0 0.1 -0.4 0.000
C -1.091226 3.615689 -2.586909 0.2 0.1 0.2 0.000
C -3.851630 2.582780 -2.788269 -0.2 -0.3 0.1 0.000
H 0.741094 1.282606 -3.292962 0.2 -0.3 -0.1 -0.001
H 0.939316 0.357724 -1.180989 0.4 -0.4 -0.5 0.019
H 4.806981 -1.211995 1.059106 -0.1 0.2 0.2 0.000
H 3.518778 -1.262223 2.288963 0.2 0.2 0.0 0.000
H 4.609572 0.166656 2.200724 0.0 -0.4 -0.1 0.000
H 1.753926 1.431942 2.155956 0.2 0.2 -0.1 0.000
H 1.876553 2.358845 0.636896 0.1 0.0 0.2 0.000
H 3.311987 2.207806 1.700308 -0.3 0.0 0.0 0.000
H 4.919999 0.208192 -0.983382 -0.1 0.3 0.0 0.000
H 4.642565 1.806058 -0.207167 0.0 -0.3 -0.2 0.000
H 3.648874 1.294682 -1.609859 0.3 0.1 0.1 0.000
H -3.188938 -1.031765 1.284944 0.1 -0.4 0.0 -0.001
H -2.392811 -2.638508 1.407965 -0.1 0.2 -0.1 0.000
H -3.066229 -2.078918 -0.154950 -0.1 0.2 0.4 0.000
H -0.493244 -0.207772 2.661929 0.0 -0.3 -0.2 0.001
H 0.943694 -1.007674 1.948934 -0.4 0.0 0.0 0.000
H -0.426487 -1.998424 2.540089 0.0 0.3 -0.1 0.000
H -2.225756 1.029536 0.841647 0.3 0.0 -0.2 0.000
H -1.739558 0.935006 -0.878722 0.1 0.0 0.2 0.000
H -0.548708 1.437733 0.356495 -0.2 -0.2 0.0 0.001
H -3.591079 4.531506 -4.905267 0.3 -0.1 -0.1 0.000
H -2.723563 3.394745 -5.985157 -0.1 0.3 0.2 0.000
H -1.824349 4.714054 -5.175669 -0.2 -0.2 0.0 0.000
H -1.003043 4.687071 -2.811263 0.0 -0.2 0.2 0.000
H -0.118607 3.135554 -2.752559 -0.2 0.3 0.0 0.000
H -1.389844 3.476302 -1.539861 0.1 0.1 -0.3 0.000
H -4.597161 3.336244 -3.074759 0.1 -0.2 0.2 0.000
H -3.673309 2.620450 -1.705615 -0.1 0.0 -0.3 0.000
H -4.216894 1.583706 -3.064533 -0.1 0.3 0.1 0.000
C -0.810280 -1.848891 -3.447461 -0.3 0.9 -1.1 0.008
C -1.715287 -2.208808 -2.444203 -0.6 -0.1 -0.7 0.020
C -1.579777 -3.468120 -1.816859 -0.3 -0.4 -0.2 0.035
C -0.476049 -4.270277 -2.084620 -0.4 -0.4 -0.2 0.003
C 0.543184 -3.811215 -2.932553 0.0 -0.4 -0.6 0.032
C 0.338979 -2.638576 -3.664289 -0.1 -0.1 -0.8 0.016
S -0.884230 -0.165747 -4.237553 1.0 -2.8 1.8 0.000
H -1.829001 1.635037 -4.162357 -0.6 1.4 0.4 0.000
H -2.553606 -1.558883 -2.206998 0.1 -0.2 -0.1 0.002
H -2.352474 -3.812621 -1.129024 0.3 0.1 -0.1 0.002
H -0.393008 -5.250656 -1.618654 0.1 0.3 0.0 0.000
H 1.454729 -4.397533 -3.073145 -0.3 0.2 0.0 0.003
H 1.078993 -2.332386 -4.400279 -0.1 0.0 0.1 0.002
N 0.175350 -6.090198 3.705635 -0.3 0.7 -0.9 0.000
C -0.136171 -5.032150 2.893239 -1.1 -0.9 1.5 0.000
O -1.153639 -4.348232 3.050332 1.3 -0.5 -0.7 0.000
C 0.868255 -4.707125 1.842879 0.1 0.7 -0.8 0.000
C 2.250605 -4.890663 1.973676 -0.4 0.4 -0.3 0.008
C 3.083849 -4.277184 1.038759 0.3 0.2 -0.5 -0.002
C 2.541991 -3.479076 0.021714 -0.2 -0.4 0.7 0.007
N 1.203905 -3.350425 -0.111042 0.0 -0.2 0.1 0.004
C 0.381829 -4.011156 0.729852 0.6 0.1 0.6 0.014
H -0.564915 -6.426360 4.303976 0.1 0.1 0.2 0.000
H 0.862482 -6.766962 3.411555 -0.1 0.0 0.1 0.000
H 2.647677 -5.473150 2.804426 0.1 0.2 -0.2 0.000
H 4.171216 -4.384651 1.084227 -0.4 0.0 0.1 0.000
H 3.170440 -2.937632 -0.695452 -0.2 -0.2 0.4 0.001
H -0.698556 -3.959446 0.532998 0.6 0.1 0.4 0.003
```
Positions in Å, forces in eV/Å.

Calculated values
- charge = +3
- <S²> = 2.022
- E_HOMO (alpha / beta) (eV) = -15.75 / -15.74
- multiplicity = 3


no.,DFT total energy (eV)
1,-210588.5733
2,-132746.7185
3,-93940.3204